*a*
{"formula": "C21H35FP2Re", "method": "the ωB97M-V functional and the def2-TZVPD basis", "species": ["P", "P", "C", "C", "H", "H", "H", "H", "C", "H", "H", "H", "C", "H", "H", "H", "C", "H", "H", "H", "C", "H", "H", "H", "Re", "C", "C", "C", "C", "C", "C", "C", "C", "C", "H", "H", "H", "H", "H", "H", "H", "H", "H", "H", "H", "H", "H", "H", "H", "F", "C", "C", "C", "C", "C", "C", "H", "H", "H", "H"], "coordinates": [[-0.681, -2.365, -1.122], [-0.862, 0.810, -1.158], [-1.459, -1.532, -2.656], [-0.631, -0.254, -2.723], [-2.523, -1.342, -2.335], [-1.331, -2.292, -3.438], [0.465, -0.430, -2.740], [-0.966, 0.350, -3.566], [-2.239, 1.824, -1.887], [-2.218, 2.863, -1.541], [-3.235, 1.403, -1.711], [-2.039, 1.826, -2.972], [0.320, 1.990, -2.266], [0.000, 1.933, -3.321], [1.373, 1.710, -2.266], [0.277, 3.054, -2.028], [-1.648, -3.918, -1.185], [-1.224, -4.586, -0.430], [-1.513, -4.304, -2.200], [-2.697, -3.671, -0.982], [0.908, -2.934, -1.967], [1.644, -2.111, -2.113], [0.564, -3.324, -2.951], [1.370, -3.745, -1.367], [-1.494, -0.802, 0.129], [2.165, 2.862, 0.374], [1.099, 3.756, 0.289], [-0.162, 3.176, 0.338], [1.840, -2.021, 0.416], [3.217, -1.972, 0.152], [3.584, -0.666, -0.229], [2.838, 0.555, -0.621], [2.139, 1.366, 0.502], [-0.948, -2.392, 1.436], [3.195, 3.294, 0.453], [1.171, 4.865, 0.364], [-0.217, 2.436, 1.135], [-1.040, 3.615, -0.138], [-3.254, -0.492, 0.638], [-2.902, -1.888, 0.248], [3.878, -2.844, 0.227], [4.699, -0.555, -0.272], [2.056, 0.310, -1.369], [3.580, 1.252, -1.091], [1.086, 1.056, 0.651], [2.711, 1.242, 1.456], [0.048, -2.210, 1.880], [-0.879, -3.423, 1.023], [-1.749, -2.375, 2.201], [-0.345, 2.287, 5.810], [-0.574, 1.572, 4.660], [0.525, 1.103, 3.942], [0.265, 0.421, 2.738], [-1.020, 0.322, 2.230], [-2.091, 0.670, 3.030], [-1.893, 1.335, 4.259], [1.554, 1.236, 4.294], [1.078, -0.080, 2.209], [-3.082, 0.388, 2.677], [-2.735, 1.648, 4.885]], "spin_multiplicity": 4, "lumo_energy_ha": [-0.33811, -0.33570], "homo_energy_ev": [-13.720, -14.484], "total_charge": 2, "homo_lumo_gap_ev": [4.5190, 5.3492]}

*b*
{"formula": "C21H35FP2Re", "method": "the ωB97M-V functional and the def2-TZVPD basis", "species": ["P", "P", "C", "C", "H", "H", "H", "H", "C", "H", "H", "H", "C", "H", "H", "H", "C", "H", "H", "H", "C", "H", "H", "H", "Re", "C", "C", "C", "C", "C", "C", "C", "C", "C", "H", "H", "H", "H", "H", "H", "H", "H", "H", "H", "H", "H", "H", "H", "H", "F", "C", "C", "C", "C", "C", "C", "H", "H", "H", "H"], "coordinates": [[-0.590, -1.725, -3.940], [-0.752, 1.548, -4.188], [-1.308, -0.886, -5.561], [-0.462, 0.329, -5.791], [-2.367, -0.639, -5.371], [-1.277, -1.618, -6.384], [0.606, 0.053, -5.868], [-0.761, 0.797, -6.754], [-2.028, 2.492, -5.223], [-2.104, 3.539, -4.911], [-2.997, 2.004, -5.119], [-1.785, 2.522, -6.297], [0.559, 2.534, -5.438], [0.318, 2.438, -6.508], [1.587, 2.189, -5.338], [0.582, 3.597, -5.189], [-1.568, -3.249, -4.392], [-1.346, -4.101, -3.747], [-1.351, -3.530, -5.428], [-2.634, -3.023, -4.301], [0.895, -2.359, -5.110], [1.598, -1.520, -5.225], [0.605, -2.708, -6.110], [1.385, -3.172, -4.562], [-1.596, -0.434, -2.523], [1.914, 3.203, -2.853], [0.833, 4.029, -2.957], [-0.496, 3.177, -2.909], [1.370, -1.381, -3.000], [2.821, -1.513, -2.948], [3.362, -0.300, -3.332], [2.717, 0.948, -3.758], [2.049, 1.679, -2.608], [-0.972, -1.971, -1.219], [2.952, 3.653, -2.908], [0.807, 5.039, -2.523], [-0.605, 2.518, -2.020], [-1.446, 3.719, -2.921], [-3.181, -0.664, -1.818], [-2.695, -1.739, -2.241], [3.414, -2.347, -2.571], [4.432, -0.220, -3.493], [2.008, 0.806, -4.591], [3.515, 1.610, -4.134], [1.122, 1.124, -2.424], [2.675, 1.471, -1.703], [-0.071, -1.656, -0.681], [-0.893, -3.003, -1.614], [-1.830, -1.962, -0.536], [-0.305, 2.902, 2.882], [-0.560, 2.080, 1.809], [0.515, 1.580, 1.085], [0.242, 0.833, -0.073], [-1.073, 0.657, -0.543], [-2.126, 1.068, 0.292], [-1.877, 1.813, 1.461], [1.536, 1.760, 1.416], [1.060, 0.337, -0.605], [-3.154, 0.788, 0.042], [-2.687, 2.186, 2.090]], "spin_multiplicity": 4, "lumo_energy_ha": [-0.31739, -0.31203], "homo_energy_ev": [-14.096, -14.812], "total_charge": 2, "homo_lumo_gap_ev": [5.4597, 6.3212]}

*a* has the most favorable energy; the next structure is 107.6 kJ/mol above.

*a*
{"formula": "C4H12N3O", "method": "the ωB97M-V functional and the def2-TZVPD basis", "species": ["C", "C", "C", "C", "N", "N", "N", "O", "H", "H", "H", "H", "H", "H", "H", "H", "H", "H", "H", "H"], "coordinates": [[-1.398, 0.448, 0.139], [-1.641, 0.593, -1.352], [-1.362, -0.638, 0.895], [1.579, -0.876, 0.563], [1.301, -2.118, 0.237], [1.797, 0.039, -0.446], [1.825, 1.470, -0.336], [-1.375, 1.694, 0.802], [-1.391, -0.352, -1.894], [-2.662, 0.771, -1.227], [-1.176, 1.535, -1.834], [-1.425, -1.671, 0.476], [-1.446, -0.496, 1.937], [1.509, -0.335, 1.550], [-1.756, 1.590, 1.624], [0.752, -2.570, 0.924], [1.914, -0.401, -1.417], [0.946, 1.952, 0.009], [1.340, -2.510, -0.731], [2.669, 1.875, 0.081]], "spin_multiplicity": 3, "lumo_energy_ha": [-0.12919, -0.30985], "homo_energy_ev": [-8.805, -12.762], "total_charge": 1, "homo_lumo_gap_ev": [5.2899, 4.3307]}

*b*
{"formula": "C4H12N3O", "method": "the ωB97M-V functional and the def2-TZVPD basis", "species": ["C", "C", "C", "C", "N", "N", "N", "O", "H", "H", "H", "H", "H", "H", "H", "H", "H", "H", "H", "H"], "coordinates": [[-1.715, 0.701, 0.301], [-3.227, 0.688, -0.194], [1.716, -1.059, 1.136], [1.492, -0.390, -0.227], [2.175, 0.750, -0.483], [-0.778, 0.096, -0.295], [1.360, -1.172, -1.296], [-1.566, 1.389, 1.390], [-3.876, 0.316, 0.516], [-3.495, 0.200, -1.125], [-3.421, 1.755, -0.254], [1.339, -0.383, 2.011], [2.767, -1.298, 1.270], [1.268, -1.991, 1.197], [2.340, 0.996, -1.432], [2.625, 1.330, 0.330], [-1.137, -0.220, -1.228], [-0.705, 1.389, 1.690], [1.787, -0.956, -2.205], [1.050, -2.143, -1.103]], "spin_multiplicity": 3, "lumo_energy_ha": [-0.11761, -0.30588], "homo_energy_ev": [-9.720, -13.400], "total_charge": 1, "homo_lumo_gap_ev": [6.5196, 5.0763]}

*b* has the most favorable energy; the next structure is 146.6 kJ/mol above.

*a*
{"formula": "C4H11N2O", "method": "the ωB97M-V functional and the def2-TZVPD basis", "species": ["C", "O", "C", "H", "H", "H", "H", "H", "C", "N", "C", "N", "H", "H", "H", "H", "H", "H"], "coordinates": [[1.423, 1.551, -0.827], [0.172, 1.043, -0.949], [1.911, 1.628, 0.656], [1.550, 2.562, -1.288], [2.247, 0.879, -1.318], [2.887, 2.140, 0.672], [2.010, 0.574, 0.956], [1.170, 2.195, 1.266], [-2.707, -1.292, -0.519], [-0.300, -1.593, 1.191], [-0.345, -1.335, -0.245], [-1.323, -1.659, -0.978], [-3.212, -2.270, -0.432], [-3.134, -0.649, -1.304], [-2.616, -0.706, 0.424], [0.659, -1.673, 1.494], [-0.843, -0.812, 1.693], [0.450, -0.581, -0.491]], "lumo_energy_ha": 0.15575, "homo_energy_ev": -2.861, "total_charge": -1, "homo_lumo_gap_ev": 7.0992}

*b*
{"formula": "C4H11N2O", "method": "the ωB97M-V functional and the def2-TZVPD basis", "species": ["C", "N", "C", "C", "N", "C", "O", "H", "H", "H", "H", "H", "H", "H", "H", "H", "H", "H"], "coordinates": [[1.031, -0.874, -0.388], [-0.165, -1.336, 0.477], [1.961, 0.218, 0.298], [1.170, 1.493, 0.402], [2.555, -0.118, -0.911], [-2.567, 0.067, -0.427], [-2.697, -0.504, 0.737], [1.451, -1.795, -0.639], [0.518, -0.458, -1.317], [-1.269, -1.111, 0.631], [0.323, -1.546, 1.398], [2.434, -0.192, 1.262], [0.172, 1.317, 0.817], [1.701, 2.331, 0.817], [1.114, 1.712, -0.684], [-3.331, -0.321, -1.120], [-2.785, 1.142, -0.449], [-1.618, -0.026, -0.900]], "lumo_energy_ha": 0.12845, "homo_energy_ev": -3.052, "total_charge": -1, "homo_lumo_gap_ev": 6.5472}

*a* has the most favorable energy; the next structure is 328.2 kJ/mol above.

*a*
{"formula": "C3H10NP", "method": "the ωB97M-V functional and the def2-TZVPD basis", "species": ["C", "C", "C", "N", "P", "H", "H", "H", "H", "H", "H", "H", "H", "H", "H"], "coordinates": [[-0.665, 2.674, 0.284], [-1.354, -1.406, -0.135], [2.355, -1.378, 0.155], [-1.081, 1.293, 0.150], [-0.319, 0.036, -0.398], [-1.058, 3.048, 1.228], [-1.075, 3.308, -0.478], [0.340, 2.691, 0.466], [-0.778, -2.380, -0.257], [-1.667, -1.395, 0.976], [-2.261, -1.607, -0.561], [2.308, -1.781, -0.879], [3.291, -0.818, 0.366], [2.053, -2.168, 0.879], [-0.089, -0.117, -1.797]], "lumo_energy_ha": [0.00399, -0.01116], "homo_energy_ev": [-7.780, -8.550], "total_charge": 0, "homo_lumo_gap_ev": [7.8883, 8.2462]}

*b*
{"formula": "C3H10NP", "method": "the ωB97M-V functional and the def2-TZVPD basis", "species": ["C", "C", "C", "N", "P", "H", "H", "H", "H", "H", "H", "H", "H", "H", "H"], "coordinates": [[1.363, -0.735, -0.143], [0.014, 1.701, 0.228], [-1.182, -0.682, 0.872], [-1.238, 1.091, -2.804], [-0.231, 0.043, -0.476], [2.014, -0.280, -0.959], [1.666, -0.507, 0.797], [1.247, -1.874, -0.260], [0.340, 2.399, -0.570], [-0.936, 2.090, 0.610], [0.845, 1.532, 0.921], [-2.104, -1.085, 0.697], [-0.523, -1.445, 1.181], [-1.354, 0.021, 1.735], [-2.201, 0.587, -2.796]], "lumo_energy_ha": [-0.00761, -0.00219], "homo_energy_ev": [-8.253, -8.138], "total_charge": 0, "homo_lumo_gap_ev": [8.0462, 8.0784]}

*c*
{"formula": "C3H10NP", "method": "the ωB97M-V functional and the def2-TZVPD basis", "species": ["C", "C", "C", "N", "P", "H", "H", "H", "H", "H", "H", "H", "H", "H", "H"], "coordinates": [[-0.839, 1.070, -0.041], [-1.559, -1.267, 0.124], [-0.745, -0.310, -0.726], [2.451, 0.768, -0.126], [1.871, -0.861, -0.051], [-1.560, 1.150, 0.864], [0.110, 1.450, 0.332], [-1.102, 1.788, -0.687], [-1.188, -1.629, 1.114], [-1.647, -2.259, -0.562], [-2.676, -0.975, 0.258], [-0.683, -0.219, -1.722], [3.195, 0.820, -0.781], [2.531, 1.267, 0.744], [1.841, -0.794, 1.261]], "lumo_energy_ha": [0.01209, 0.02053], "homo_energy_ev": [-7.359, -7.173], "total_charge": 0, "homo_lumo_gap_ev": [7.6878, 7.7312]}

*d*
{"formula": "C3H10NP", "method": "the ωB97M-V functional and the def2-TZVPD basis", "species": ["C", "C", "C", "N", "P", "H", "H", "H", "H", "H", "H", "H", "H", "H", "H"], "coordinates": [[-0.993, -1.099, 0.054], [-1.116, 1.429, 0.061], [-0.402, 0.192, 0.550], [2.557, -0.552, 0.228], [1.330, 0.544, -0.050], [-0.401, -2.018, 0.253], [-2.061, -1.315, 0.390], [-1.022, -1.087, -1.115], [-1.045, 1.213, -1.063], [-0.514, 2.250, 0.431], [-2.156, 1.376, 0.563], [-0.484, 0.174, 1.572], [3.422, -0.044, 0.137], [2.631, -1.506, 0.623], [0.253, 0.442, -2.634]], "lumo_energy_ha": [0.00559, -0.00826], "homo_energy_ev": [-8.853, -7.014], "total_charge": 0, "homo_lumo_gap_ev": [9.0049, 6.7897]}

*c* has the most favorable energy; the next structure is 58.2 kJ/mol above.

*a*
{"formula": "C3H8CsO", "method": "the ωB97M-V functional and the def2-TZVPD basis", "species": ["Cs", "C", "C", "C", "O", "H", "H", "H", "H", "H", "H", "H", "H"], "coordinates": [[-21.696, -1.304, 0.921], [-23.151, -4.033, -3.383], [-24.054, -3.090, -2.604], [-25.275, -3.865, -2.058], [-23.312, -2.579, -1.479], [-22.203, -3.544, -3.608], [-23.658, -4.406, -4.273], [-22.866, -4.808, -2.672], [-24.474, -2.271, -3.189], [-25.816, -3.338, -1.271], [-25.092, -4.837, -1.600], [-25.926, -4.053, -2.912], [-22.598, -2.028, -1.807]], "lumo_energy_ha": -0.14250, "homo_energy_ev": -13.993, "total_charge": 1, "homo_lumo_gap_ev": 10.1158}

*b*
{"formula": "C3H8CsO", "method": "the ωB97M-V functional and the def2-TZVPD basis", "species": ["Cs", "C", "C", "C", "O", "H", "H", "H", "H", "H", "H", "H", "H"], "coordinates": [[-3.524, -1.521, -1.907], [1.529, 0.630, 0.396], [0.403, -0.242, -0.328], [-0.792, -0.447, 0.618], [0.000, 0.436, -1.531], [1.121, 1.601, 0.677], [2.431, 0.733, -0.206], [1.708, 0.092, 1.327], [0.613, -1.286, -0.560], [-1.625, -1.082, 0.317], [-1.148, 0.552, 0.866], [-0.492, -0.799, 1.605], [-0.225, 1.333, -1.275]], "lumo_energy_ha": -0.14109, "homo_energy_ev": -13.505, "total_charge": 1, "homo_lumo_gap_ev": 9.6658}

*a* has the most favorable energy; the next structure is 30.4 kJ/mol above.

*a*
{"formula": "C17H23NO6", "method": "the ωB97M-V functional and the def2-TZVPD basis", "species": ["C", "C", "C", "O", "C", "O", "C", "C", "C", "C", "C", "C", "C", "C", "C", "O", "O", "H", "H", "H", "H", "H", "H", "H", "H", "H", "H", "H", "H", "O", "C", "C", "N", "C", "C", "O", "H", "H", "H", "H", "H", "H", "H", "H", "H", "H", "H"], "coordinates": [[2.590, -2.056, -2.605], [2.977, -1.816, -1.157], [4.339, -2.453, -0.844], [3.061, -0.408, -0.859], [1.875, 0.296, -0.841], [1.930, 1.504, -1.006], [0.644, -0.452, -0.541], [-0.589, 0.153, -0.557], [-1.837, -0.581, -0.770], [-1.838, -1.792, -1.504], [-3.019, -2.442, -1.845], [-4.256, -1.903, -1.459], [-4.289, -0.706, -0.720], [-3.099, -0.042, -0.404], [0.820, -1.833, -0.030], [-0.017, -2.429, 0.625], [2.034, -2.435, -0.256], [1.610, -1.627, -2.838], [3.348, -1.615, -3.264], [2.569, -3.137, -2.785], [4.581, -2.312, 0.217], [4.291, -3.528, -1.064], [5.123, -1.996, -1.461], [-0.629, 1.215, -0.776], [-0.883, -2.180, -1.863], [-2.967, -3.358, -2.443], [-5.183, -2.404, -1.747], [-5.253, -0.273, -0.426], [-3.129, 0.926, 0.104], [-2.243, 3.418, 1.636], [-1.551, 3.530, 0.384], [-0.156, 3.034, 0.648], [-0.158, 1.669, 1.208], [1.006, 1.443, 2.067], [0.672, 0.698, 3.337], [-0.309, 1.460, 4.021], [-3.033, 3.967, 1.593], [-2.054, 2.907, -0.370], [-1.484, 4.579, 0.059], [0.445, 3.010, -0.262], [0.346, 3.699, 1.365], [-1.038, 1.494, 1.709], [1.763, 0.900, 1.488], [1.450, 2.424, 2.300], [0.291, -0.300, 3.090], [1.602, 0.635, 3.919], [-0.353, 1.118, 4.929]], "lumo_energy_ha": -0.01341, "homo_energy_ev": -8.397, "total_charge": 0, "homo_lumo_gap_ev": 8.0325, "smiles": "CC1(C)OC(=O)C(=Cc2ccccc2)C(=O)O1.OCCNCCO"}

*b*
{"formula": "C17H23NO6", "method": "the ωB97M-V functional and the def2-TZVPD basis", "species": ["C", "H", "O", "C", "C", "C", "C", "C", "C", "O", "C", "H", "H", "H", "O", "C", "H", "H", "H", "C", "O", "O", "C", "H", "H", "C", "O", "N", "H", "C", "C", "H", "H", "C", "H", "H", "C", "H", "H", "C", "H", "H", "H", "H", "H", "H", "H"], "coordinates": [[-5.398, -2.743, -0.695], [-5.339, -3.238, 0.197], [-4.955, -1.289, -0.695], [-3.840, -1.075, -0.200], [-2.936, -2.141, 0.139], [-1.798, -1.613, 0.806], [-1.501, -0.302, 0.925], [-2.370, 0.803, 0.173], [-3.654, 0.359, -0.249], [-4.493, 1.191, -0.645], [-5.799, 1.529, 0.114], [-6.404, 2.237, -0.470], [-6.299, 0.225, -0.074], [-5.526, 1.659, 1.184], [-1.941, 2.039, 0.205], [-2.793, 3.111, 0.034], [-2.028, 3.845, 0.040], [-3.626, 3.238, 0.639], [-2.953, 3.131, -1.187], [-0.116, 0.295, 1.359], [0.328, 1.363, 1.101], [0.484, -0.687, 1.924], [1.869, -0.393, 2.399], [1.988, -1.256, 3.239], [1.850, 0.638, 2.600], [3.099, -0.504, 1.293], [3.878, -1.574, 1.319], [2.985, 0.659, 0.406], [2.102, 1.115, 0.663], [3.901, 0.672, -0.595], [3.953, -0.382, -1.684], [3.179, -1.278, -1.492], [3.763, -0.120, -2.630], [5.352, -1.144, -1.549], [5.666, -1.591, -2.430], [5.485, -1.503, -0.649], [6.212, 0.244, -1.394], [7.179, 0.035, -0.574], [6.267, 0.895, -2.104], [5.199, 1.076, -0.095], [5.527, 0.394, 0.941], [5.406, 2.081, 0.146], [3.395, 1.549, -1.164], [-1.068, -2.379, 1.140], [-3.284, -2.957, 0.215], [-6.282, -2.827, -1.247], [-4.662, -3.387, -1.380]], "lumo_energy_ha": 0.02099, "homo_energy_ev": -7.974, "total_charge": 0, "homo_lumo_gap_ev": 8.5452}

*a* has the most favorable energy; the next structure is 1143.3 kJ/mol above.